(1)
Computed, not measured: an isolated molecule of C2H6N2OS, with wB97M-V/def2-TZVPD.

Last column: Mulliken charge in e.
Positions of all 12 atoms, in Å:
C1 1.162 -0.235 -0.561  -0.500
C2 -0.215 0.523 -0.782  -0.388
N1 0.947 -1.124 0.556  -0.060
N2 -0.715 0.935 0.406  -0.333
O1 0.549 -0.430 1.556  -0.342
S1 -2.189 0.396 1.048  -0.057
H1 1.400 -0.892 -1.534  0.274
H2 1.876 0.426 -0.261  0.363
H3 -0.056 1.435 -1.427  0.269
H4 -0.718 -0.314 -1.307  0.352
H5 0.258 -1.878 0.220  0.269
H6 -2.299 1.159 2.087  0.154

Electronic energy = -662.5532 hartree
Total charge = 0
HOMO level (spin up / spin down) = -8.54 / -8.13 eV
Energy above the lowest of the compared OMol25 structures with the same formula, charge and spin = 561.1 kJ/mol

(2)
Computed, not measured: a 2-piece molecular cluster, C3H4BN overall, with wB97M-V/def2-TZVPD.

Last column: Mulliken charge in e.
Positions of all 9 atoms, in Å:
B1 -0.452 -1.718 -0.291  0.193
C1 2.323 -0.321 0.054  0.219
C2 0.820 1.670 -0.068  -0.021
C3 1.690 0.890 -0.148  -0.156
N1 2.618 -1.315 0.558  -0.355
H1 0.306 -0.742 -0.057  -0.178
H2 -1.163 -0.981 -0.927  -0.042
H3 0.079 2.335 -0.417  0.370
H4 -0.416 -2.690 -0.638  -0.031

Electronic energy = -196.0861 hartree
Total charge = 0
HOMO level = -10.25 eV
Energy above the lowest of the compared OMol25 structures with the same formula, charge and spin = 457.0 kJ/mol

(3)
Computed, not measured: an isolated molecule of C21H19ClN2O6, with wB97M-V/def2-TZVPD.

Last column: Mulliken charge in e.
Positions of all 49 atoms, in Å:
C1 -1.577 -2.706 1.975  -0.834
H1 -2.548 -2.264 2.180  0.264
H2 -1.665 -3.506 1.239  0.331
H3 -1.139 -3.111 2.889  0.310
O1 -0.757 -1.660 1.469  -0.426
C2 0.446 -2.046 0.975  0.631
O2 0.753 -3.213 0.910  -0.647
C3 1.338 -0.943 0.580  -0.255
C4 2.680 -1.320 0.406  -0.555
C5 3.662 -0.416 0.073  0.705
C6 3.301 0.944 -0.104  1.079
C7 1.978 1.319 0.045  -0.718
C8 0.984 0.398 0.380  -0.574
N1 -0.347 0.793 0.456  -0.050
C9 -0.910 1.992 0.132  0.577
O3 -0.306 3.024 -0.092  -0.740
C10 -2.385 1.927 0.079  1.241
C11 -3.262 2.934 0.411  -0.172
O4 -4.514 2.502 0.222  -0.183
N2 -4.495 1.237 -0.253  -0.720
C12 -3.245 0.864 -0.352  -0.171
C13 -2.855 -0.435 -0.895  0.055
C14 -1.785 -0.516 -1.787  0.023
C15 -1.376 -1.731 -2.299  -0.802
C16 -2.042 -2.892 -1.939  -0.368
C17 -3.119 -2.832 -1.074  -0.656
C18 -3.525 -1.611 -0.556  0.460
Cl1 -4.850 -1.572 0.548  -0.163
H4 -3.651 -3.727 -0.792  0.470
H5 -1.723 -3.845 -2.331  0.399
H6 -0.539 -1.773 -2.979  0.428
H7 -1.279 0.391 -2.083  0.526
C19 -3.032 4.299 0.928  -1.349
H8 -1.985 4.556 0.795  0.332
H9 -3.288 4.350 1.986  0.327
H10 -3.660 5.008 0.394  0.377
H11 -0.979 0.043 0.708  0.191
H12 1.682 2.343 -0.101  0.909
O5 4.307 1.785 -0.418  -0.471
C20 4.014 3.152 -0.596  -0.900
H13 3.601 3.596 0.315  0.348
H14 3.314 3.309 -1.423  0.352
H15 4.965 3.626 -0.832  0.225
O6 4.977 -0.708 -0.104  -0.456
C21 5.386 -2.045 0.062  -0.912
H16 5.196 -2.400 1.079  0.356
H17 6.458 -2.047 -0.128  0.227
H18 4.888 -2.709 -0.652  0.359
H19 2.907 -2.363 0.556  0.623

Electronic energy = -1832.7720 hartree
Total charge = 0
HOMO level = -7.99 eV
Energy above the lowest of the compared OMol25 structures with the same formula, charge and spin = 123.9 kJ/mol

(4)
Computed, not measured: a 2-piece molecular cluster, C4H12NO2 overall, with wB97M-V/def2-TZVPD.

Last column: Mulliken charge in e.
Positions of all 19 atoms, in Å:
C1 1.538 1.067 0.098  -1.590
C2 0.108 0.459 -0.143  0.490
C3 0.322 -0.957 -0.853  -0.919
C4 0.424 -2.020 0.356  -0.479
O1 1.104 -1.609 1.368  -0.838
N1 -0.444 1.394 -1.146  -0.721
H1 1.831 0.294 0.900  0.357
H2 1.522 2.108 0.503  0.378
H3 2.190 1.097 -0.726  0.396
H4 -0.384 0.264 0.787  0.243
H5 1.134 -0.916 -1.539  0.319
H6 -0.526 -1.188 -1.444  0.387
H7 0.938 -2.849 -0.135  0.335
H8 -0.719 -2.322 0.489  0.119
H9 -1.126 1.045 -1.743  0.270
H10 0.281 1.824 -1.716  0.234
H11 -2.636 0.015 1.302  0.374
H12 -2.515 1.512 1.717  0.327
O2 -3.043 0.781 1.925  -0.682

Electronic energy = -364.7792 hartree
Total charge = -1
HOMO level = -2.57 eV
Energy above the lowest of the compared OMol25 structures with the same formula, charge and spin = 200.4 kJ/mol

(5)
Computed, not measured: a 5-piece molecular cluster, C39H38F5IN4O overall, with wB97M-V/def2-TZVPD.

Last column: Mulliken charge in e.
Positions of all 88 atoms, in Å:
C1 -3.765 2.462 4.421  -0.923
C2 -4.146 1.834 2.959  -1.048
C3 -3.253 0.529 2.740  0.501
C4 -3.806 -0.960 2.858  0.039
C5 -5.346 -1.131 3.230  0.078
C6 -5.689 -2.382 4.168  -1.186
F1 -6.096 -1.123 1.976  -0.250
C7 -2.809 -2.107 2.565  0.274
N1 -3.258 -3.536 2.609  -0.507
C8 -1.291 -1.873 2.171  0.219
N2 -0.477 -3.032 1.937  -0.528
C9 0.867 -2.692 1.622  0.435
C10 1.899 -3.895 1.353  -0.681
C11 2.375 -4.408 2.822  -0.621
C12 3.561 -3.493 3.372  0.305
N3 3.395 -2.097 3.767  -0.352
O1 4.720 -3.994 3.464  -0.609
C13 1.360 -1.223 1.503  -0.473
N4 0.591 -0.046 1.720  -0.401
C14 -0.744 -0.433 2.079  0.870
C15 -1.768 0.742 2.367  -0.777
I1 -1.002 2.799 2.179  0.022
H1 -3.070 1.688 4.928  0.293
H2 -3.155 3.434 4.301  0.225
H3 -4.673 2.611 5.094  0.334
H4 -5.274 1.643 2.937  0.316
H5 -3.957 2.654 2.166  0.446
H6 -5.678 -0.190 3.814  0.205
H7 -6.641 -2.206 4.793  0.325
H8 -4.804 -2.743 4.794  0.263
H9 -5.955 -3.266 3.468  0.283
H10 -4.105 -3.650 2.037  0.316
H11 -3.414 -3.792 3.592  0.289
H12 1.297 -4.747 0.889  0.368
H13 2.778 -3.545 0.699  0.309
H14 2.728 -5.491 2.813  0.322
H15 1.473 -4.345 3.523  0.399
H16 4.173 -1.828 4.395  0.302
H17 2.482 -1.950 4.220  0.266
H18 2.466 -1.068 1.213  0.349
F2 -5.881 1.552 -0.821  -0.284
C16 -6.084 0.573 -1.719  0.128
C17 -5.904 0.839 -3.068  -0.184
C18 -6.109 -0.175 -3.998  -0.284
C19 -6.501 -1.441 -3.568  -0.533
C20 -6.683 -1.695 -2.211  -0.589
C21 -6.468 -0.684 -1.281  -0.211
H19 -5.607 1.832 -3.383  0.272
H20 -5.965 0.018 -5.051  0.447
H21 -6.665 -2.231 -4.294  0.368
H22 -6.993 -2.680 -1.879  0.377
H23 -6.596 -0.866 -0.220  0.493
F3 5.056 -0.658 0.209  -0.234
C22 6.197 -1.321 0.469  0.007
C23 6.172 -2.404 1.334  0.393
C24 7.350 -3.093 1.600  -0.478
C25 8.543 -2.686 1.006  -0.397
C26 8.557 -1.593 0.142  -0.648
C27 7.376 -0.911 -0.132  -0.192
H24 5.240 -2.701 1.793  0.099
H25 7.339 -3.947 2.270  0.414
H26 9.462 -3.221 1.217  0.368
H27 9.486 -1.274 -0.317  0.371
H28 7.367 -0.064 -0.809  0.286
F4 -5.964 1.790 -5.850  -0.296
C28 -4.923 2.434 -6.404  0.452
C29 -4.212 3.355 -5.650  -0.292
C30 -3.131 4.017 -6.222  -0.520
C31 -2.780 3.759 -7.545  -0.455
C32 -3.505 2.837 -8.294  -0.428
C33 -4.579 2.166 -7.719  -0.320
H29 -4.504 3.548 -4.624  0.379
H30 -2.562 4.733 -5.638  0.358
H31 -1.939 4.280 -7.992  0.362
H32 -3.233 2.640 -9.326  0.353
H33 -5.149 1.438 -8.285  0.413
F5 9.339 4.327 -3.027  -0.308
C34 8.498 4.193 -1.989  0.377
C35 8.417 5.203 -1.044  -0.421
C36 7.543 5.066 0.029  -0.278
C37 6.767 3.915 0.150  -0.670
C38 6.860 2.905 -0.803  -0.135
C39 7.727 3.046 -1.882  -0.575
H34 9.035 6.087 -1.150  0.399
H35 7.466 5.854 0.771  0.358
H36 6.088 3.807 0.990  0.371
H37 6.258 2.008 -0.705  0.477
H38 7.806 2.274 -2.638  0.414

Electronic energy = -2599.9793 hartree
Total charge = 0
HOMO level = -8.32 eV
Energy above the lowest of the compared OMol25 structures with the same formula, charge and spin = 629.6 kJ/mol

(6)
Computed, not measured: an isolated molecule of C19H21N3O4, with wB97M-V/def2-TZVPD.

Last column: Mulliken charge in e.
Positions of all 47 atoms, in Å:
C1 -0.994 -0.533 -2.650  -0.487
H1 -0.749 0.158 -1.841  0.152
O1 -2.032 -1.431 -2.310  -0.415
C2 -3.252 -0.818 -1.961  -0.393
C3 -3.500 -0.819 -0.439  -1.145
N1 -2.479 -0.117 0.291  0.344
C4 -2.440 1.224 0.493  0.388
C5 -1.254 1.525 1.156  0.727
C6 -0.584 0.285 1.369  -0.246
C7 -1.355 -0.700 0.831  -0.040
C8 -1.101 -2.165 0.773  -1.936
H2 -1.164 -2.524 -0.254  0.374
H3 -1.822 -2.717 1.379  0.326
H4 -0.105 -2.368 1.156  0.416
H5 0.336 0.137 1.898  0.912
C9 -0.794 2.868 1.429  0.618
O2 -1.524 3.832 1.563  -0.660
C10 0.722 3.102 1.517  -0.697
H6 0.928 4.034 0.977  0.298
O3 1.541 2.056 1.025  -0.330
C11 1.369 1.711 -0.264  0.352
O4 0.650 2.301 -1.030  -0.623
C12 2.159 0.516 -0.589  0.288
N2 2.167 0.019 -1.812  -0.745
N3 2.919 -1.075 -1.798  0.154
C13 3.429 -1.333 -0.562  -0.543
C14 4.249 -2.354 -0.092  -0.931
C15 4.584 -2.319 1.242  -0.438
C16 4.122 -1.300 2.087  -0.886
C17 3.313 -0.288 1.628  -0.164
C18 2.952 -0.300 0.279  1.793
H7 2.968 0.498 2.278  0.446
H8 4.417 -1.317 3.126  0.410
H9 5.218 -3.090 1.652  0.387
H10 4.605 -3.134 -0.748  0.418
H11 3.058 -1.596 -2.649  0.178
H12 1.004 3.228 2.566  0.405
C19 -3.508 2.145 0.034  -1.835
H13 -3.223 3.162 0.289  0.415
H14 -3.661 2.077 -1.043  0.290
H15 -4.453 1.918 0.530  0.335
H16 -3.526 -1.853 -0.091  0.454
H17 -4.470 -0.355 -0.244  0.385
H18 -4.053 -1.398 -2.434  0.425
H19 -3.286 0.206 -2.349  0.303
H20 -0.122 -1.144 -2.867  0.145
H21 -1.256 0.046 -3.542  0.376

Electronic energy = -1201.8485 hartree
Total charge = 0
HOMO level = -7.94 eV
Energy above the lowest of the compared OMol25 structures with the same formula, charge and spin = 249.4 kJ/mol

Copy entry 2 word for word.
Computed, not measured: a 2-piece molecular cluster, C3H4BN overall, with wB97M-V/def2-TZVPD.

Last column: Mulliken charge in e.
Positions of all 9 atoms, in Å:
B1 -0.452 -1.718 -0.291  0.193
C1 2.323 -0.321 0.054  0.219
C2 0.820 1.670 -0.068  -0.021
C3 1.690 0.890 -0.148  -0.156
N1 2.618 -1.315 0.558  -0.355
H1 0.306 -0.742 -0.057  -0.178
H2 -1.163 -0.981 -0.927  -0.042
H3 0.079 2.335 -0.417  0.370
H4 -0.416 -2.690 -0.638  -0.031

Electronic energy = -196.0861 hartree
Total charge = 0
HOMO level = -10.25 eV
Energy above the lowest of the compared OMol25 structures with the same formula, charge and spin = 457.0 kJ/mol

Repeat the sixth record exactly.
Computed, not measured: an isolated molecule of C19H21N3O4, with wB97M-V/def2-TZVPD.

Last column: Mulliken charge in e.
Positions of all 47 atoms, in Å:
C1 -0.994 -0.533 -2.650  -0.487
H1 -0.749 0.158 -1.841  0.152
O1 -2.032 -1.431 -2.310  -0.415
C2 -3.252 -0.818 -1.961  -0.393
C3 -3.500 -0.819 -0.439  -1.145
N1 -2.479 -0.117 0.291  0.344
C4 -2.440 1.224 0.493  0.388
C5 -1.254 1.525 1.156  0.727
C6 -0.584 0.285 1.369  -0.246
C7 -1.355 -0.700 0.831  -0.040
C8 -1.101 -2.165 0.773  -1.936
H2 -1.164 -2.524 -0.254  0.374
H3 -1.822 -2.717 1.379  0.326
H4 -0.105 -2.368 1.156  0.416
H5 0.336 0.137 1.898  0.912
C9 -0.794 2.868 1.429  0.618
O2 -1.524 3.832 1.563  -0.660
C10 0.722 3.102 1.517  -0.697
H6 0.928 4.034 0.977  0.298
O3 1.541 2.056 1.025  -0.330
C11 1.369 1.711 -0.264  0.352
O4 0.650 2.301 -1.030  -0.623
C12 2.159 0.516 -0.589  0.288
N2 2.167 0.019 -1.812  -0.745
N3 2.919 -1.075 -1.798  0.154
C13 3.429 -1.333 -0.562  -0.543
C14 4.249 -2.354 -0.092  -0.931
C15 4.584 -2.319 1.242  -0.438
C16 4.122 -1.300 2.087  -0.886
C17 3.313 -0.288 1.628  -0.164
C18 2.952 -0.300 0.279  1.793
H7 2.968 0.498 2.278  0.446
H8 4.417 -1.317 3.126  0.410
H9 5.218 -3.090 1.652  0.387
H10 4.605 -3.134 -0.748  0.418
H11 3.058 -1.596 -2.649  0.178
H12 1.004 3.228 2.566  0.405
C19 -3.508 2.145 0.034  -1.835
H13 -3.223 3.162 0.289  0.415
H14 -3.661 2.077 -1.043  0.290
H15 -4.453 1.918 0.530  0.335
H16 -3.526 -1.853 -0.091  0.454
H17 -4.470 -0.355 -0.244  0.385
H18 -4.053 -1.398 -2.434  0.425
H19 -3.286 0.206 -2.349  0.303
H20 -0.122 -1.144 -2.867  0.145
H21 -1.256 0.046 -3.542  0.376

Electronic energy = -1201.8485 hartree
Total charge = 0
HOMO level = -7.94 eV
Energy above the lowest of the compared OMol25 structures with the same formula, charge and spin = 249.4 kJ/mol

- total charge of number 2 (C3H4BN)?
  0